(1)
Computed, not measured: C12H24N3O2 in the gas phase, with the ωB97M-V functional and the def2-TZVPD basis.

```
41
C12H24N3O2 the ωB97M-V functional and the def2-TZVPD basis
C -3.63417 -0.58111 -1.11600
C -2.37105 -0.08636 -2.03610
O -2.09923 -0.81190 -3.15625
N -1.47658 1.10570 -1.78595
C -2.23587 2.34221 -1.36429
C -0.30090 0.79227 -0.89122
N 0.57237 2.06246 -0.86915
C -0.67132 0.47065 0.67158
C 0.61738 0.15534 1.64084
C 0.89439 1.54893 2.52429
C 0.15583 -0.97531 2.73320
N 1.91057 -0.13120 0.91697
O 2.89199 -0.55718 1.72881
C 1.73553 -0.98894 -0.31230
C 3.21964 -1.02147 -1.08300
C 1.34576 -2.55499 -0.02970
C 0.67313 -0.41438 -1.42265
H -3.22897 -1.33252 -0.28139
H -4.25771 0.28731 -0.63826
H -4.30904 -1.26492 -1.82394
H -2.00475 3.17127 -2.19180
H -1.90419 2.81109 -0.34491
H -3.41914 2.21191 -1.39193
H 1.57945 1.79282 -0.92066
H 0.35867 2.60832 -0.00057
H -1.46729 -0.41299 0.69080
H -1.23747 1.39482 1.17220
H -0.09411 2.02511 2.93096
H 1.49986 1.18773 3.48713
H 1.60667 2.29559 1.96688
H -0.81830 -1.57610 2.41960
H 0.96782 -1.77260 3.00424
H -0.14150 -0.41480 3.74161
H 3.07074 -1.80538 -1.97062
H 3.47561 0.01593 -1.58111
H 4.07328 -1.46119 -0.41365
H 0.22584 -2.55114 0.38362
H 2.04145 -3.03486 0.81051
H 1.33687 -3.22705 -1.00019
H 1.30672 0.04123 -2.32550
H 0.11202 -1.34431 -1.87210
```

Orbital gap (alpha / beta) = 0.3464 / 0.3231 Ha
2S+1 = 2
Total charge = 0

Atomic partial charges in e from the Mulliken method, atoms 1 to 6: atom 1 (C): -0.85, atom 2 (C): 0.49, atom 3 (O): -0.59, atom 4 (N): 0.23, atom 5 (C): -0.73, atom 6 (C): 0.25

=====

(2)
Computed, not measured: a molecular structure, C12H24N4O4PRb, with the ωB97M-V functional and the def2-TZVPD basis.

```
46
C12H24N4O4PRb the ωB97M-V functional and the def2-TZVPD basis
Rb 34.03423 5.02127 -5.35591
O 34.70731 2.50086 -4.17159
H 34.93551 2.13987 -5.03458
C 35.33042 9.76157 -0.48016
C 34.13156 9.13165 -0.17358
C 33.41010 8.55472 -1.19654
C 33.85532 8.63045 -2.50115
C 35.10919 9.15144 -2.78395
C 35.86545 9.73333 -1.77612
N 33.00472 8.24452 -3.60202
O 31.84544 8.54186 -3.50078
O 33.48560 7.68955 -4.56149
H 35.87775 10.41809 0.18675
H 33.75716 9.16256 0.83894
H 32.45250 8.12167 -0.93376
H 35.47119 9.16261 -3.80474
H 36.80686 10.24768 -1.89071
O 34.34775 5.30634 -8.18257
P 34.49518 4.85063 -9.57400
N 34.16858 6.06782 -10.67095
C 33.28563 7.15488 -10.28364
C 34.71997 6.04657 -12.02267
N 33.43568 3.59574 -9.90301
C 32.86688 2.90140 -8.75217
C 33.10125 3.04609 -11.19407
N 36.04490 4.24798 -10.00025
C 36.30999 2.84632 -9.73175
C 37.11812 5.17280 -9.68523
H 32.25737 6.77502 -10.26048
H 33.42374 7.93457 -11.03481
H 33.53755 7.60447 -9.32289
H 35.47884 5.26510 -12.06259
H 35.11807 7.03720 -12.24647
H 33.96912 5.75474 -12.76776
H 33.48003 2.93648 -7.85480
H 31.88104 3.32381 -8.53332
H 32.75933 1.82642 -8.93296
H 32.02172 2.94935 -11.34024
H 33.53949 3.61817 -12.00754
H 33.51181 2.02587 -11.22915
H 37.08617 2.45335 -10.39280
H 36.70271 2.73014 -8.71023
H 35.40611 2.24895 -9.81299
H 38.08654 4.67779 -9.78748
H 37.03552 5.64912 -8.70559
H 37.17532 5.93845 -10.46998
```

Orbital gap = 0.1911 Ha
2S+1 = 1
Total charge = 0

Atomic partial charges in e from the Mulliken method, atoms 1 to 6: atom 1 (Rb): 1.00, atom 2 (O): -1.03, atom 3 (H): 0.10, atom 4 (C): -0.28, atom 5 (C): -0.56, atom 6 (C): -0.37

=====

(3)
Computed, not measured: a molecular structure, C12H24N4S, with the ωB97M-V functional and the def2-TZVPD basis.

```
41
C12H24N4S the ωB97M-V functional and the def2-TZVPD basis
C -7.67605 -1.82944 -0.18733
C -6.83104 -0.77740 0.52680
C -5.57800 -0.18197 -0.22486
C -4.93767 0.75850 0.58001
C -3.77112 1.21078 -0.28710
C -2.70906 0.30863 -0.29214
C -1.52220 0.94768 -0.79306
C -0.32800 0.12540 -1.44190
C 0.20624 -0.66612 -0.23808
C 0.86890 0.12473 0.96295
H 1.20898 -0.25192 1.76963
H -0.03018 0.92014 1.30207
S 2.17392 1.11568 0.28900
C 3.46904 0.25530 0.26909
N 3.34987 -1.12637 0.40154
N 4.54136 -1.60727 0.38964
C 5.41126 -0.71270 -0.13193
N 4.63340 0.50455 -0.12823
N 6.76459 -0.58387 -0.67711
H 7.17652 -1.36971 -0.05972
H 7.09247 0.18293 -0.82291
H 4.70452 -2.45733 0.52751
H -0.52321 -1.21247 0.34375
H 0.99085 -1.29376 -0.33537
H 0.50262 0.84650 -2.01687
H -0.58938 -0.58188 -2.07570
H -1.73121 1.40158 -1.87673
H -1.01769 2.00107 -0.31035
H -2.46893 -0.07808 0.73232
H -2.94636 -0.45032 -0.93034
H -3.40755 2.34781 0.39094
H -4.15836 1.74518 -1.22969
H -5.66030 1.63667 0.86908
H -4.67542 0.22995 1.52839
H -6.06049 0.07920 -1.16089
H -5.03660 -0.91926 -0.34929
H -7.62499 0.08282 0.54667
H -6.69660 -1.16174 1.76543
H -8.05861 -1.38591 -1.21759
H -7.20102 -2.56117 -0.35749
H -8.53070 -2.24484 0.42370
```

ΔE to the lowest compared entry with this formula, charge and spin = 291.8 kcal/mol
Orbital gap = 0.3014 Ha
2S+1 = 1
Total charge = 0

Atomic partial charges in e from the Mulliken method, atoms 1 to 6: atom 1 (C): -1.46, atom 2 (C): -0.23, atom 3 (C): -0.84, atom 4 (C): -0.35, atom 5 (C): -0.44, atom 6 (C): -0.18

=====

(4)
Computed, not measured: a molecular structure, C12H24N6O6Pd, with the ωB97M-V functional and the def2-TZVPD basis.

```
49
C12H24N6O6Pd the ωB97M-V functional and the def2-TZVPD basis
O -0.79799 -0.02802 -3.30007
H -0.48460 0.30742 -4.16042
Pd -0.20518 0.10091 -0.03936
N -0.09788 1.78067 1.08368
N 1.14441 1.16314 -1.09768
N -1.52362 -0.88480 1.12146
N -0.50652 -1.62769 -1.05304
O -0.75005 1.92928 2.18709
O -1.95917 -0.40062 2.29804
O 0.38849 -2.10357 -1.98239
O 1.77221 0.70393 -2.10235
C 1.48058 2.37420 -0.54167
C 0.85128 2.67620 0.69344
C -1.79844 -2.15001 0.79307
C -1.29263 -2.54177 -0.48738
C 1.23943 3.72991 1.66608
H 1.63761 3.28968 2.59323
H 0.38703 4.36757 1.92724
H 2.01195 4.36522 1.23125
C 2.60173 3.08533 -1.20897
H 2.37166 3.16546 -2.28205
H 3.51373 2.47241 -1.10193
H 2.76553 4.08762 -0.79814
C -2.43660 -3.07289 1.76455
C -1.47981 -3.87666 -1.10624
H -3.04602 -2.54105 2.50083
H -1.67885 -3.66085 2.30264
H -3.06784 -3.78298 1.22846
H -0.91065 -3.90644 -2.03551
H -2.53165 -4.07142 -1.34091
H -1.12645 -4.67008 -0.44073
H -1.56303 0.56549 2.32413
H 0.54769 -1.32545 -2.58687
C -1.66204 0.97930 -2.74002
H -1.08102 1.78203 -2.27595
H -2.31188 0.53021 -1.97828
H -2.26281 1.43146 -3.54307
O -4.31328 2.82747 -0.86967
H -4.60015 1.92491 -1.09857
H -3.42282 2.70896 -0.48713
N 3.04898 -1.26052 2.55414
C 3.46321 -1.89012 1.39511
C 2.52757 -1.56839 0.44617
N 1.58287 -0.75690 1.02088
C 1.89545 -0.58802 2.29042
H 3.50782 -1.27504 3.45670
H 4.35232 -2.48164 1.31019
H 2.45343 -1.85100 -0.58445
H 1.36601 -0.03284 3.05405
```

ΔE to the lowest compared entry with this formula, charge and spin = 0.0 kcal/mol
Orbital gap (alpha / beta) = 0.1830 / 0.2069 Ha
2S+1 = 3
Total charge = 0

Atomic partial charges in e from the Mulliken method, atoms 1 to 6: atom 1 (O): -0.45, atom 2 (H): 0.28, atom 3 (Pd): 0.38, atom 4 (N): 0.74, atom 5 (N): 0.75, atom 6 (N): 0.31

=====

Calculated strongest force on any atom in order - 8.41; 1.97; 19.26; 3.48 eV/A
Calculated E in order - -21390.3104; -36925.4729; -29617.0613; -37530.3495 eV